[1]
Molecular formula: C30H32F6N2O4P2PbS2Si
Method: DFT, ωB97M-V/def2-TZVPD

Positions of all 80 atoms, in Å:
Pb  -1.89929  -0.44185  0.72203
C  -2.66611  -1.10147  -3.94421
N  -2.23609  -0.96129  -2.54191
P  -1.83787  0.54420  -1.86740
C  -3.17120  1.70374  -2.19742
C  -3.99872  2.09348  -1.14488
C  -5.07934  2.93113  -1.37346
C  -5.33656  3.38153  -2.66016
C  -4.51301  3.00510  -3.71485
C  -3.42968  2.17345  -3.48789
C  -0.39240  1.13196  -2.75606
C  -0.21326  2.49614  -2.99149
C  0.91398  2.93393  -3.66828
C  1.86256  2.01903  -4.10596
C  1.69529  0.66325  -3.85503
C  0.57231  0.21796  -3.17694
P  -2.57146  -2.14434  -1.37526
C  -4.29658  -2.60722  -1.56764
C  -5.25649  -1.67592  -1.16478
C  -6.60235  -1.94662  -1.33366
C  -6.99497  -3.15426  -1.89971
C  -6.04574  -4.08354  -2.29950
C  -4.69431  -3.81466  -2.13717
C  -1.57101  -3.59016  -1.73278
C  -1.66092  -4.67256  -0.85546
C  -0.91024  -5.81263  -1.08799
C  -0.07397  -5.87894  -2.19593
C  0.02198  -4.80189  -3.06475
C  -0.71760  -3.65131  -2.83088
H  -3.64295  -0.64169  -4.09878
H  -2.73618  -2.15814  -4.19786
H  -1.93277  -0.63451  -4.60261
H  -3.79383  1.76635  -0.12898
H  -5.71042  3.24009  -0.55155
H  -6.17642  4.03832  -2.84197
H  -4.71265  3.36787  -4.71387
H  -2.77854  1.90162  -4.30951
H  -0.95499  3.21300  -2.66277
H  1.04737  3.98948  -3.86271
H  2.73303  2.36337  -4.64813
H  2.43695  -0.04772  -4.19422
H  0.44246  -0.83812  -2.97867
H  -4.95554  -0.72429  -0.73355
H  -7.34485  -1.22414  -1.02370
H  -8.04700  -3.37002  -2.02799
H  -6.35708  -5.02000  -2.74151
H  -3.95681  -4.54104  -2.45299
H  -2.32333  -4.63245  0.00273
H  -0.98330  -6.65247  -0.41065
H  0.50340  -6.77460  -2.38132
H  0.67047  -4.85732  -3.92892
H  -0.64496  -2.81873  -3.51910
F  3.94606  2.04082  0.52283
C  2.65741  2.18554  0.26196
F  2.26552  3.41007  0.55801
F  2.41526  1.91470  -1.00355
S  1.69410  1.00600  1.30907
O  2.08030  1.36763  2.69969
O  0.29507  1.24822  1.08692
N  2.26473  -0.34537  0.87674
S  1.50504  -1.73421  0.91039
O  1.66209  -2.45318  2.12291
O  0.14029  -1.60820  0.38526
C  2.42802  -2.62164  -0.42133
F  3.70438  -2.67438  -0.10361
F  2.27482  -1.97883  -1.57124
F  1.92243  -3.83720  -0.51476
C  4.21123  2.97456  3.75909
Si  3.47406  1.28862  3.88747
C  2.54103  0.96701  5.44368
C  4.54894  -0.09509  3.30123
H  4.90909  3.11421  4.58897
H  3.45202  3.75380  3.83930
H  4.77117  3.11927  2.83504
H  3.23305  0.93798  6.28865
H  2.02485  0.00666  5.40701
H  1.81155  1.75353  5.64081
H  5.54332  0.02098  3.73877
H  4.67246  -0.09998  2.21799
H  4.15823  -1.06720  3.60605

HOMO level: -13.95 eV
energy above the lowest of the compared OMol25 structures with the same formula, charge and spin: 2.2 kJ/mol
E: -4133.06614 hartree
net charge: +2
spin multiplicity: 1

***

[2]
Molecular formula: C35H40ClIrN5OS7
Method: DFT, ωB97M-V/def2-TZVPD

Positions of all 90 atoms, in Å:
Ir  0.62099  1.49714  0.26851
C  1.97889  2.80691  -2.46457
N  2.19871  2.87157  -1.00609
C  1.86257  4.22528  -0.49979
C  1.67058  4.26947  1.01293
N  0.44640  3.55724  1.43851
C  -0.76345  4.37012  1.18282
C  0.43289  3.16770  2.83721
C  0.91850  4.02323  3.81273
C  0.83701  3.68204  5.15543
C  0.24365  2.48513  5.53033
C  -0.25179  1.62891  4.56376
C  -0.15179  1.94376  3.20718
S  -0.71715  0.78195  2.01854
C  3.57505  2.52001  -0.67921
C  4.62660  3.13568  -1.35235
C  5.94195  2.80930  -1.07215
C  6.22165  1.85821  -0.10045
C  5.18627  1.25296  0.58541
C  3.85338  1.57296  0.30996
S  2.59306  0.78803  1.25650
H  2.51877  3.59587  -2.99718
H  0.91853  2.91704  -2.67609
H  2.32242  1.84055  -2.82931
H  0.95155  4.54058  -1.01181
H  2.65719  4.92990  -0.77070
H  1.63380  5.31966  1.32426
H  2.52357  3.79875  1.50488
H  -0.73348  5.28191  1.78867
H  -1.64395  3.78585  1.44789
H  -0.83278  4.62264  0.12863
H  1.36124  4.96947  3.52950
H  1.22759  4.35716  5.90499
H  0.16897  2.21733  6.57578
H  -0.70997  0.68964  4.84458
H  4.41750  3.87927  -2.11029
H  6.74419  3.29421  -1.61224
H  7.24571  1.59049  0.12409
H  5.39450  0.51750  1.35191
S  -5.97190  6.04345  -1.78152
C  -4.98381  4.79099  -1.43021
S  -5.43871  3.43399  -0.46557
C  -3.93745  2.51692  -0.55358
C  -2.92271  3.13881  -1.30452
S  -1.34542  2.60527  -1.59562
S  -3.36642  4.65743  -2.04137
S  -3.87845  1.02635  0.19379
C  -3.68339  -5.13159  0.00744
C  -3.62056  -3.80555  -0.76149
C  -4.94364  -3.63291  -1.52070
C  -3.53510  -2.65825  0.25327
C  -2.42268  -3.82890  -1.77277
O  -2.74921  -4.72469  -2.84967
C  -1.07672  -4.34107  -1.20888
C  -0.48940  -3.72217  0.06772
C  1.00863  -3.86927  0.20250
C  1.73123  -2.86208  0.83753
C  3.10532  -2.94388  0.98965
C  3.76998  -4.05497  0.49893
Cl  5.49807  -4.16648  0.67280
C  3.07936  -5.07528  -0.13189
C  1.70226  -4.97567  -0.27514
C  -2.26820  -2.48643  -2.53938
N  -1.15343  -1.64915  -2.13203
C  -1.13622  -0.63663  -1.27122
N  0.11019  -0.21452  -1.12739
C  0.82475  -0.99843  -1.97406
N  0.09460  -1.88383  -2.60157
H  -4.54253  -5.11973  0.67959
H  -2.79416  -5.30148  0.61471
H  -3.81636  -5.99093  -0.65575
H  -5.77270  -3.73774  -0.81864
H  -5.06173  -4.37456  -2.30775
H  -5.03446  -2.64199  -1.96951
H  -4.41613  -2.69357  0.89745
H  -3.55454  -1.68091  -0.23218
H  -2.66189  -2.71164  0.89772
H  -2.87917  -5.60589  -2.48375
H  -0.35667  -4.24508  -2.02188
H  -1.20223  -5.41605  -1.04953
H  -0.96254  -4.17127  0.94609
H  -0.71125  -2.66026  0.13505
H  1.21418  -1.98423  1.21062
H  3.65394  -2.14924  1.47784
H  3.61460  -5.93567  -0.50928
H  1.17295  -5.77612  -0.77698
H  -3.16992  -1.88121  -2.47603
H  -2.09937  -2.73252  -3.58493
H  -2.00339  -0.20962  -0.78529
H  1.89311  -0.92727  -2.09537

HOMO level (alpha / beta): -6.57 / -8.04 eV
energy above the lowest of the compared OMol25 structures with the same formula, charge and spin: 2.0 kJ/mol
E: -5058.51585 hartree
spin multiplicity: 6

***

[3]
Molecular formula: CH3NO2S
Method: DFT, ωB97M-V/def2-TZVPD

Positions of all 8 atoms, in Å:
C  2.74449  -0.02497  -1.91664
N  -4.44233  0.42009  2.87742
O  -4.27729  1.18522  3.84488
O  -4.79191  -1.05092  3.35038
S  2.87922  -1.73339  -2.50594
H  1.69654  0.35309  -2.27068
H  3.59267  0.54449  -2.46973
H  2.59860  0.30639  -0.90969

HOMO level: -0.37 eV
energy above the lowest of the compared OMol25 structures with the same formula, charge and spin: 182.2 kJ/mol
E: -643.17219 hartree
net charge: -2
spin multiplicity: 1

***

[4]
Molecular formula: C4H8O2
Method: DFT, ωB97M-V/def2-TZVPD

Positions of all 14 atoms, in Å:
C  -1.30124  0.13226  -0.83490
O  -0.28393  1.08266  -1.07990
C  0.67826  1.13428  -0.04926
C  1.16600  -0.27472  0.31737
C  0.04006  -1.16235  0.81438
O  -0.58164  -0.92703  1.83015
H  -1.20464  -0.70701  -1.54294
H  -2.29355  0.55896  -0.89698
H  -1.33661  -0.19798  0.20352
H  0.26971  1.62356  0.84776
H  1.50424  1.74870  -0.42982
H  1.84942  -0.23487  1.16979
H  1.67531  -0.71911  -0.54435
H  -0.18139  -2.05735  0.19518

HOMO level: -10.01 eV
energy above the lowest of the compared OMol25 structures with the same formula, charge and spin: 238.7 kJ/mol
E: -307.62151 hartree
spin multiplicity: 1

***

[5]
Molecular formula: C3H10NO2
Method: DFT, ωB97M-V/def2-TZVPD

Positions of all 16 atoms, in Å:
C  -0.78713  0.98348  0.92608
N  -0.10261  0.36767  -0.20536
C  0.43471  -0.99886  0.08352
C  -0.46739  -2.13954  -0.45634
O  -0.88422  -1.86064  -1.70961
H  -1.69229  0.40972  1.19366
H  -0.16624  0.91134  1.82484
H  -0.97919  2.05107  0.78726
H  -0.72787  0.17067  -0.98042
H  1.44973  -1.01783  -0.33273
H  0.68585  -0.95443  1.15893
H  0.23798  -3.02615  -0.36342
H  -1.29088  -2.37240  0.24595
H  1.39833  1.71991  -0.60731
H  1.06719  3.17044  -0.76902
O  1.82404  2.58555  -0.79603

HOMO level (alpha / beta): 4.22 / 0.02 eV
energy above the lowest of the compared OMol25 structures with the same formula, charge and spin: 66.8 kJ/mol
E: -325.36015 hartree
net charge: -2
spin multiplicity: 2

***

Max |F| readings, ordered: 0.160 0.591 5.930 1.022 1.909 eV Å⁻¹